Run a
This record from the Open Molecules 2025 dataset describes a cluster of 3 separate species, C7H16N2 in total. The level of theory is wB97M-V/def2-TZVPD.

Its LUMO energy is 0.67 eV. The value obtained for the HOMO energy is -6.88 eV. The HOMO-LUMO gap comes out at 7.55 eV.

Each line ends with the Löwdin charge.
CARTESIAN COORDINATES (ANGSTROEM)
C 1.219 -0.863 0.336  -0.49
C 0.869 -2.192 0.926  -0.02
C -1.691 -0.825 -1.151  -0.11
C -1.020 -0.131 -0.002  -0.35
N 1.652 0.130 1.147  0.15
N 1.663 -0.831 -0.948  0.16
C -1.631 0.067 1.168  -0.03
H 1.222 0.127 2.061  0.11
H 1.593 1.056 0.697  0.08
H 1.231 -1.504 -1.563  0.11
H 1.684 0.107 -1.345  0.08
H 1.786 -2.760 1.108  0.09
H 0.236 -2.763 0.247  0.08
H 0.331 -2.065 1.863  0.08
H -1.130 -1.710 -1.479  0.05
H -1.741 -0.157 -2.017  0.08
H -2.708 -1.157 -0.918  0.07
H -1.135 0.590 1.983  0.04
H -2.653 -0.252 1.373  0.05
C 0.489 2.048 -0.849  -0.19
C -0.224 3.058 -0.356  -0.14
H -1.002 2.878 0.388  0.02
H -0.107 4.099 -0.659  0.03
H 1.226 2.308 -1.620  0.02
H -0.158 0.743 -0.390  0.02



Run b
This record from the Open Molecules 2025 dataset describes an isolated molecule of C7H16N2. The level of theory is wB97M-V/def2-TZVPD.

Its LUMO energy is 0.88 eV. The SMILES is C=C[C@@H](N)CC(C)(C)N. The value obtained for the HOMO energy is -8.19 eV. The HOMO-LUMO gap comes out at 9.06 eV.

Each line ends with the Löwdin charge.
CARTESIAN COORDINATES (ANGSTROEM)
C 2.016 -2.432 1.642  -0.05
C 0.809 -1.939 1.883  -0.09
C -0.381 -1.031 0.849  -0.37
N -1.373 -0.483 1.665  0.04
C 0.638 -0.147 0.290  -0.10
C -0.191 0.992 -0.852  -0.53
C 0.044 0.435 -2.255  -0.08
C -1.657 1.374 -0.707  -0.09
N 0.557 2.226 -0.604  0.02
H 2.517 -2.135 0.725  0.04
H 2.487 -3.153 2.300  0.05
H 0.357 -2.250 2.825  0.06
H -0.762 -1.785 0.159  0.14
H -2.320 -0.537 1.319  0.08
H -1.153 0.452 2.005  0.09
H 1.411 -0.653 -0.276  0.09
H 1.097 0.511 1.020  0.10
H -0.205 1.173 -3.027  0.08
H 1.094 0.177 -2.411  0.07
H -0.552 -0.464 -2.416  0.08
H -1.964 2.084 -1.487  0.08
H -2.325 0.524 -0.827  0.07
H -1.854 1.915 0.218  0.07
H 0.188 3.015 -1.131  0.07
H 1.521 2.133 -0.908  0.07



Of them, the most stable is run b and the least stable is run a.



Run a
This record from the Open Molecules 2025 dataset describes a structure of composition H2N2O3S. The level of theory is wB97M-V/def2-TZVPD.

Its LUMO energy (spin up / spin down) is -0.88 / -1.09 eV. The value obtained for the HOMO energy (spin up / spin down) is -8.81 / -9.08 eV. The HOMO-LUMO gap (spin up / spin down) comes out at 7.94 / 7.99 eV.

Each line ends with the Löwdin charge.
CARTESIAN COORDINATES (ANGSTROEM)
N -1.920 -0.871 -0.345  0.05
N 1.294 -0.006 0.230  -0.14
O -1.781 -1.732 0.373  0.05
O -0.226 1.092 -1.640  -0.36
O -0.555 1.698 0.734  -0.36
S -0.205 0.722 -0.253  0.60
H 1.665 -0.100 1.200  0.07
H 1.728 -0.803 -0.297  0.08



Run b
This record from the Open Molecules 2025 dataset describes an isolated molecule of H2N2O3S. The level of theory is wB97M-V/def2-TZVPD.

Its LUMO energy is -0.03 eV. The value obtained for the HOMO energy is -9.93 eV. The HOMO-LUMO gap comes out at 9.90 eV.

Each line ends with the Löwdin charge.
CARTESIAN COORDINATES (ANGSTROEM)
N 0.027 0.267 0.120  -0.36
N -3.069 -0.262 0.023  -0.49
O -4.029 -0.561 -0.679  0.09
O -2.450 0.846 -0.431  -0.33
O -2.627 -0.860 0.981  0.04
S -1.028 1.474 0.489  0.92
H 0.898 0.581 -0.364  0.07
H -0.074 -0.548 0.787  0.07



Of them, the most stable is run a and the least stable is run b.



Run a
This record from the Open Molecules 2025 dataset describes an isolated molecule of H2N2O3S. The level of theory is wB97M-V/def2-TZVPD.

Its LUMO energy is -0.49 eV. The value obtained for the HOMO energy is -10.03 eV. The HOMO-LUMO gap comes out at 9.54 eV.

Each line ends with the Löwdin charge.
CARTESIAN COORDINATES (ANGSTROEM)
N -0.658 0.508 0.576  -0.16
N 1.003 0.935 -0.786  -0.06
O 0.718 1.083 -1.898  0.10
O -0.248 -2.169 0.426  -0.45
O 1.220 -0.562 -0.578  -0.39
S 0.456 -0.921 0.740  0.86
H -1.011 0.783 1.500  0.05
H -1.479 0.344 0.019  0.05



Run b
This record from the Open Molecules 2025 dataset describes a cluster of 2 separate species, H2N2O3S in total. The level of theory is wB97M-V/def2-TZVPD.

Its LUMO energy (spin up / spin down) is -1.33 / -2.20 eV. The value obtained for the HOMO energy (spin up / spin down) is -10.01 / -8.46 eV. The HOMO-LUMO gap (spin up / spin down) comes out at 8.68 / 6.27 eV.

Each line ends with the Löwdin charge.
CARTESIAN COORDINATES (ANGSTROEM)
N -1.308 0.049 0.306  -0.23
N 1.457 -0.593 -0.140  -0.30
O 2.673 -0.493 -0.261  0.01
O 0.814 -1.615 0.132  -0.05
O -0.560 2.237 -0.613  -0.49
S -0.298 1.379 0.488  0.94
H -1.196 -0.815 0.771  0.02
H -1.582 -0.149 -0.683  0.09



Of them, the most stable is run a and the least stable is run b.



Run a
This record from the Open Molecules 2025 dataset describes the ion C4H11N2O with charge -1. The level of theory is wB97M-V/def2-TZVPD.

Its LUMO energy is 3.91 eV. The SMILES is CNCCNC[O-]. The net charge is -1. The value obtained for the HOMO energy is -2.49 eV. The HOMO-LUMO gap comes out at 6.40 eV.

Each line ends with the Löwdin charge.
CARTESIAN COORDINATES (ANGSTROEM)
C 1.895 0.906 -1.517  -0.16
N 1.540 1.256 -0.142  -0.14
C 1.124 0.100 0.659  -0.26
C -0.347 0.010 0.967  -0.27
N -0.954 -1.276 0.552  -0.09
C -2.437 -1.056 0.424  -0.61
O -2.767 -0.199 -0.533  -0.34
H 1.277 0.070 -1.885  0.07
H 1.644 1.720 -2.203  0.07
H 2.937 0.579 -1.583  0.06
H 0.776 1.915 -0.213  0.08
H 1.744 0.068 1.562  0.09
H 1.502 -0.822 0.201  0.10
H -0.888 0.758 0.399  0.08
H -0.715 0.227 1.977  0.10
H -0.712 -1.359 -0.424  0.06
H -2.877 -2.074 0.272  0.07
H -2.744 -0.823 1.487  0.07



Run b
This record from the Open Molecules 2025 dataset describes the ion C4H11N2O with charge -1. The level of theory is wB97M-V/def2-TZVPD.

Its LUMO energy is 4.06 eV. The SMILES is NCNCCC[O-]. The net charge is -1. The value obtained for the HOMO energy is -2.33 eV. The HOMO-LUMO gap comes out at 6.39 eV.

Each line ends with the Löwdin charge.
CARTESIAN COORDINATES (ANGSTROEM)
N 1.926 -1.387 1.582  -0.01
C 0.598 -1.214 1.001  -0.38
N 0.632 -0.898 -0.410  -0.08
C -0.690 -0.563 -0.959  -0.28
C -0.871 0.924 -1.230  -0.23
C -0.885 1.822 0.033  -0.59
O -1.169 3.098 -0.205  -0.36
H 2.356 -0.466 1.634  0.05
H 2.481 -1.889 0.897  0.05
H 0.047 -2.150 1.146  0.10
H 0.054 -0.469 1.597  0.10
H 1.206 -0.071 -0.535  0.09
H -0.852 -1.146 -1.874  0.09
H -1.472 -0.897 -0.269  0.10
H -1.814 1.075 -1.766  0.10
H -0.088 1.263 -1.918  0.10
H 0.134 1.664 0.524  0.07
H -1.591 1.302 0.752  0.08



Of them, the most stable is run b and the least stable is run a.



Run a
This record from the Open Molecules 2025 dataset describes an isolated molecule of C11H20N2O3. The level of theory is wB97M-V/def2-TZVPD.

Its LUMO energy is 0.58 eV. The SMILES is CC[C@H](C)[C@H](N)C(=O)N1CCC[C@H]1C(=O)O. The value obtained for the HOMO energy is -9.30 eV. The HOMO-LUMO gap comes out at 9.88 eV.

Each line ends with the Löwdin charge.
CARTESIAN COORDINATES (ANGSTROEM)
C -0.045 -2.073 3.297  -0.08
C 0.349 -0.650 2.648  -0.16
C 1.537 -0.735 1.524  -0.29
C 2.855 -1.078 2.105  -0.11
C 1.615 0.683 0.746  -0.32
N 2.053 1.688 1.632  0.08
C 0.308 0.980 0.100  -0.41
O -0.524 1.766 0.596  0.06
N 0.113 0.531 -1.160  -0.02
C 0.920 -0.431 -1.873  -0.13
C -0.069 -1.005 -2.921  -0.15
C -0.958 0.214 -3.245  -0.08
C -1.124 0.876 -1.818  -0.17
C -2.299 0.272 -1.089  -0.52
O -3.441 0.646 -1.022  0.13
O -1.891 -0.855 -0.526  0.12
H -0.506 -2.689 2.525  0.06
H 0.916 -2.554 3.573  0.05
H -0.631 -1.980 4.254  0.08
H -0.515 -0.261 2.176  0.06
H 0.608 0.100 3.407  0.10
H 1.229 -1.514 0.766  0.13
H 2.899 -2.148 2.534  0.10
H 3.702 -0.968 1.392  0.09
H 3.089 -0.483 2.959  0.06
H 2.322 0.536 -0.066  0.13
H 2.249 2.606 1.162  0.12
H 1.293 1.849 2.236  0.05
H 1.711 0.025 -2.403  0.11
H 1.270 -1.291 -1.172  0.15
H -0.642 -1.820 -2.540  0.10
H 0.556 -1.318 -3.747  0.11
H -0.361 0.851 -3.954  0.13
H -1.929 -0.048 -3.656  0.12
H -1.389 1.958 -1.883  0.17
H -2.710 -1.170 -0.098  0.15



Run b
This record from the Open Molecules 2025 dataset describes a cluster of 3 separate species, C11H20N2O3 in total. The level of theory is wB97M-V/def2-TZVPD.

Its LUMO energy is 0.29 eV. The value obtained for the HOMO energy is -9.10 eV. The HOMO-LUMO gap comes out at 9.39 eV.

Each line ends with the Löwdin charge.
CARTESIAN COORDINATES (ANGSTROEM)
C -0.594 -0.771 0.364  -0.32
C 0.153 0.579 0.812  -0.52
C -2.063 -0.563 0.477  -0.32
C -2.686 0.214 -0.881  -0.12
C -3.189 -1.775 0.604  -0.24
C -3.178 -2.421 -0.836  -0.22
C 2.285 1.713 0.653  -0.18
C 1.672 3.149 -0.002  -0.43
C 3.334 1.382 -0.337  -0.16
C 3.499 -0.211 -0.259  -0.13
C 2.000 -0.579 -0.274  -0.13
H -0.457 -1.659 2.056  0.12
H -0.344 -2.784 0.823  0.06
H -0.308 -0.748 -0.761  0.12
H -2.324 0.312 1.290  0.17
H -1.813 1.024 -1.376  0.15
H -2.918 -0.702 -1.737  0.01
H -3.636 0.526 -0.513  0.03
H -2.897 -2.458 1.452  0.09
H -4.292 -1.464 0.599  0.11
H -3.374 -3.672 -0.768  0.08
H -1.918 -2.004 -1.930  0.21
H -4.286 -1.972 -1.680  0.16
H 2.467 1.562 1.673  0.14
H 4.168 2.240 0.029  0.18
H 2.925 1.705 -1.335  0.13
H 3.806 -0.939 -1.085  0.12
H 3.848 -0.561 0.867  0.16
H 1.874 -1.400 0.531  0.12
H 1.405 -0.596 -1.194  0.11
H 2.449 5.326 -0.020  0.27
N -0.011 -1.913 1.138  0.06
N 1.288 0.720 0.276  -0.03
O -0.219 1.278 1.712  0.09
O 1.014 3.173 -0.954  0.15
O 2.320 4.289 0.587  -0.06



Of them, the most stable is run a and the least stable is run b.



Run a
This record from the Open Molecules 2025 dataset describes a cluster of 2 separate species, C3H11N2S in total. The level of theory is wB97M-V/def2-TZVPD.

Its LUMO energy is -7.08 eV. The net charge is +1. The value obtained for the HOMO energy is -14.27 eV. The HOMO-LUMO gap comes out at 7.20 eV.

Each line ends with the Löwdin charge.
CARTESIAN COORDINATES (ANGSTROEM)
C -0.300 1.133 2.693  -0.01
C 0.825 -0.663 -2.524  -0.03
C -0.340 0.483 1.325  -0.59
N 0.403 0.867 0.226  -0.28
N -0.735 -0.858 1.345  0.09
S 1.419 2.106 -0.055  1.06
H 0.489 0.552 3.339  0.14
H -0.020 2.167 2.740  0.07
H -1.249 1.025 3.144  0.08
H 1.669 -1.355 -2.568  0.04
H -0.058 -1.188 -2.470  -0.01
H 0.817 -0.312 -3.625  0.07
H -1.234 1.073 0.858  0.24
H 0.934 0.229 -1.955  -0.08
H -0.526 -1.395 2.167  0.10
H -0.441 -1.385 0.455  0.14
H 1.779 1.499 -1.285  -0.04



Run b
This record from the Open Molecules 2025 dataset describes a cluster of 2 separate species, C3H11N2S in total. The level of theory is wB97M-V/def2-TZVPD.

Its LUMO energy is -4.32 eV. The net charge is +1. The value obtained for the HOMO energy is -12.77 eV. The HOMO-LUMO gap comes out at 8.45 eV.

Each line ends with the Löwdin charge.
CARTESIAN COORDINATES (ANGSTROEM)
C 3.065 0.911 -1.778  -0.16
C 2.087 0.076 -0.926  -0.52
S 1.062 1.014 0.360  0.70
H 3.025 2.043 -1.697  0.09
H 4.131 0.570 -1.529  0.09
H 3.059 0.666 -2.855  0.07
H 2.545 -0.743 -0.381  0.07
H 1.399 -0.485 -1.487  0.03
H 0.325 2.013 -0.167  -0.13
N -1.506 -0.709 0.984  0.10
C -2.607 -0.698 1.764  -0.20
N -3.737 -0.626 1.235  0.17
H -1.009 -0.019 0.318  0.06
H -0.776 -1.327 1.255  0.09
H -2.503 -1.012 2.815  0.17
H -4.581 -0.741 1.857  0.17
H -3.980 -0.934 0.232  0.20



Run c
This record from the Open Molecules 2025 dataset describes the ion C3H11N2S with charge +1. The level of theory is wB97M-V/def2-TZVPD.

Its LUMO energy is -3.34 eV. The SMILES is C[C@@H]([NH3+])[C@H](N)S. The net charge is +1. The value obtained for the HOMO energy is -13.40 eV. The HOMO-LUMO gap comes out at 10.06 eV.

Each line ends with the Löwdin charge.
CARTESIAN COORDINATES (ANGSTROEM)
C 1.176 -0.230 -1.214  -0.05
C 0.692 0.051 0.214  -0.42
N 0.658 1.514 0.526  0.12
C -0.704 -0.527 0.613  -0.53
N -0.925 -1.864 0.132  0.01
S -1.826 0.779 -0.333  0.81
H 0.471 0.359 -1.837  0.08
H 2.249 0.098 -1.306  0.10
H 1.359 -1.291 -1.503  0.11
H 1.366 -0.563 0.892  0.17
H 0.639 1.642 1.491  0.13
H -0.290 1.920 0.150  0.06
H 1.410 2.176 0.125  0.21
H -0.854 -0.339 1.699  0.13
H -1.674 -2.415 0.563  0.10
H -1.186 -2.023 -0.903  0.14
H -2.562 0.712 0.691  -0.16



Of them, the most stable is run c and the least stable is run a.